# 1
22
Properties=species:S:1:pos:R:3:forces:R:3:lowdin_spin:R:1 method="wB97M-V/def2-TZVPD" mol_weight_da=114.188 multiplicity=2 e_above_lowest_kcal_mol=22.3 total_charge=+1 lumo_ev="-4.56 / -7.85"
C 0.7336 -2.8028 -1.6902 -0.4 0.2 0.5 0.0123
C -0.6366 -2.3247 -1.1491 -0.1 1.1 -0.2 0.0076
C -0.5336 -0.7994 -1.0194 0.1 -0.8 0.3 0.1059
C -1.1944 0.0356 -1.8490 0.2 2.4 -1.6 0.3342
C 1.3315 1.5058 1.3527 -1.0 -0.4 -1.5 0.0550
C 0.9309 0.9374 0.0039 -0.5 0.3 2.4 0.2711
C 0.1462 -0.1752 0.0931 -1.1 -1.8 -1.3 0.1394
H 1.4548 -2.2369 -1.1132 0.7 -0.8 0.5 0.0002
H 0.9807 -2.4722 -2.6902 -0.6 0.0 -0.5 0.0003
H 0.7882 -3.8990 -1.6717 0.4 0.5 0.3 0.0014
H -1.4411 -2.6447 -1.8226 0.0 0.4 0.3 -0.0006
H -0.8813 -2.6595 -0.1343 0.4 -0.5 -0.2 0.0008
H -1.8294 -0.2421 -2.6683 -0.4 -0.7 0.0 0.0168
H -1.0746 1.1430 -1.8561 0.1 -0.9 0.5 0.0110
H 1.8955 2.4213 1.3219 0.4 0.1 0.0 -0.0001
H 0.2990 1.7069 1.7089 0.5 0.2 0.5 0.0257
H 1.7558 0.7017 1.9456 0.2 0.2 0.3 0.0090
H 1.0375 1.4344 -0.9227 0.4 0.5 -0.8 0.0099
H -0.0644 -0.7102 1.0140 0.7 0.2 0.4 -0.0004
H -0.5911 3.5806 3.2857 0.2 0.1 0.0 0.0002
H -1.5846 3.7641 4.4122 -0.1 0.0 -0.1 0.0000
O -1.5227 3.7358 3.4490 0.0 -0.2 0.1 0.0004

***

# 2
153
Properties=species:S:1:pos:R:3:forces:R:3:lowdin_charge:R:1 method="wB97M-V/def2-TZVPD" mol_weight_da=1163.053 multiplicity=1 total_charge=+1 lumo_ev=-4.73
C 0.2758 -3.5365 7.3777 0.1 0.2 0.1 -0.1064
C 0.2751 -3.6084 5.7825 0.2 0.1 1.1 -0.2808
C -0.0153 -5.1071 5.3060 -0.7 0.8 0.1 -0.6643
I 1.8516 -6.2099 4.9639 -0.7 0.2 0.3 0.8872
C -0.9497 -5.1696 4.0558 0.7 0.2 -0.5 -0.1293
C -2.2896 -5.8091 4.1700 1.3 0.4 -0.6 -0.1302
C -2.8665 -6.4131 5.5063 -0.7 0.6 -1.5 -0.0409
C -3.7178 -5.2582 6.1969 0.4 0.9 0.4 -0.3420
C -3.1993 -4.8203 7.6220 -0.5 0.2 -0.2 -0.0387
O -3.6417 -4.0771 5.3421 0.0 -0.3 0.3 -0.0882
N -3.0808 -5.8910 3.0785 1.2 -0.1 1.8 0.1720
N -2.6230 -5.3748 1.9758 0.6 1.2 -2.4 0.1070
C -1.4615 -4.7206 1.6792 1.9 0.0 3.4 -0.1496
N -1.2108 -4.1974 0.3481 -0.6 0.3 1.2 0.1259
C -0.9770 -5.2956 -0.5840 1.0 -0.3 -1.4 -0.4119
O -1.6630 -6.2409 -0.6984 0.0 0.0 0.3 0.2396
F 0.1679 -5.1746 -1.3260 -1.6 0.6 1.5 0.1314
C -2.3285 -3.3638 -0.0561 -1.8 0.7 -1.2 -0.4208
O -3.1507 -3.7455 -0.8241 0.7 0.2 0.3 0.2046
F -2.4968 -2.1155 0.4862 1.6 -2.2 0.0 0.1388
C -0.4721 -4.5765 2.7881 -2.5 -1.7 -0.7 -0.3806
S 1.1263 -3.7328 2.5866 -0.7 -0.2 0.1 0.7875
H -0.3870 -4.3090 7.8515 0.6 0.6 -0.5 0.0522
H -0.1031 -2.5372 7.7343 0.4 -0.9 -0.5 0.0857
H 1.3004 -3.6613 7.8121 -0.9 0.0 -0.5 0.0820
H 1.2832 -3.2436 5.4355 -1.2 -0.4 0.1 0.0823
H -0.5283 -2.8924 5.4490 0.7 -0.9 -0.1 0.1154
H -0.4722 -5.6134 6.1988 0.3 0.3 -1.3 0.0522
H -3.6027 -7.2034 5.1813 1.0 0.6 0.4 0.1325
H -2.0760 -6.8648 6.1514 -0.7 0.5 -0.6 0.1174
H -4.8000 -5.5551 6.2012 1.1 0.0 0.3 0.1459
H -2.6121 -5.6219 8.1380 -0.8 0.7 -0.2 0.0890
H -2.5378 -3.9060 7.5426 -0.6 -1.1 -0.1 0.0737
H -4.0991 -4.4785 8.2083 1.0 -0.6 -0.2 0.0961
H -3.7386 -3.2790 5.8910 -0.1 -0.5 -0.2 0.1014
H -3.2572 -5.4772 1.1637 0.2 -0.2 0.6 0.1911
H 1.7960 -4.4721 1.6342 -1.0 0.1 0.5 -0.0653
O -1.6308 -0.9179 -5.9845 -3.1 -3.0 -1.3 -0.2962
P -0.7455 -2.1650 -5.8903 6.3 4.7 2.0 0.7746
N -0.5209 -1.9655 -4.1940 -0.8 0.2 1.7 -0.3006
C 0.6667 -2.1154 -3.3831 0.4 -0.8 -0.3 -0.1261
C -1.6959 -2.2413 -3.3805 -0.4 0.2 -0.3 -0.1444
N 0.5306 -1.4142 -6.8025 0.9 0.1 -1.1 -0.3354
C 1.6210 -0.6877 -6.1601 0.1 -0.4 0.3 -0.1283
C 0.0568 -0.5727 -7.9109 -0.3 0.0 0.0 -0.1506
N 0.1805 -3.6494 -5.8747 -2.6 -1.1 -0.5 -0.3132
C -0.4989 -4.8177 -5.3229 -0.2 0.1 0.2 -0.1338
C 1.5925 -3.8719 -6.0955 0.4 0.0 -1.1 -0.1170
H 0.9089 -3.1692 -3.1716 0.1 0.0 0.1 0.0678
H 0.5347 -1.6175 -2.4163 -0.3 0.0 -0.1 0.0773
H 1.5420 -1.6357 -3.8051 0.0 -0.1 -0.3 0.0564
H -1.8720 -3.3223 -3.2908 -0.1 -0.1 0.2 0.0609
H -2.5940 -1.7902 -3.8104 0.1 -0.1 -0.1 0.0844
H -1.5993 -1.8251 -2.3726 0.2 0.1 -0.1 0.0474
H 1.2574 0.0983 -5.4898 0.1 0.0 0.0 0.0599
H 2.2774 -0.2270 -6.9044 -0.3 0.0 -0.2 0.0905
H 2.2879 -1.3522 -5.6123 -0.1 0.0 0.2 0.0528
H -0.2662 0.4144 -7.5586 -0.1 -0.1 -0.1 0.0779
H -0.7798 -1.0386 -8.4328 0.0 0.1 0.1 0.0720
H 0.8514 -0.4196 -8.6462 0.1 -0.2 0.2 0.0801
H -0.2636 -4.9546 -4.2601 0.1 -0.1 0.0 0.0647
H -0.2280 -5.7332 -5.8542 0.0 0.1 0.0 0.0835
H -1.5824 -4.7139 -5.4195 0.0 0.0 0.1 0.0767
H 2.1961 -3.5561 -5.2405 -0.1 0.1 0.0 0.0734
H 1.9535 -3.3788 -6.9973 -0.1 0.2 0.2 0.0862
H 1.8058 -4.9347 -6.2544 -0.3 0.0 0.1 0.0844
O 4.4609 -3.2442 3.6896 0.2 -2.3 -3.7 -0.3513
P 5.9644 -3.0166 3.4785 0.6 4.8 6.4 0.7696
N 6.3797 -3.7802 4.9690 -0.4 -1.4 0.6 -0.3061
C 7.3632 -3.3984 5.9599 0.8 0.2 -0.4 -0.1221
C 6.1795 -5.2287 4.9930 -0.5 -0.1 -0.2 -0.1409
N 5.8117 -1.2866 3.6367 -0.1 1.1 -0.4 -0.3377
C 5.9909 -0.6059 4.9108 0.5 -0.2 0.1 -0.1426
C 4.5932 -0.7348 3.0302 -0.1 -0.3 -0.1 -0.1552
N 7.6470 -2.7979 3.0646 -0.8 -1.9 -1.8 -0.3119
C 8.3571 -3.9986 2.6310 -0.1 -0.3 0.2 -0.1325
C 8.5303 -1.6766 3.3020 0.0 1.0 -0.7 -0.1130
H 8.3898 -3.6654 5.6680 0.1 0.1 0.1 0.0798
H 7.1598 -3.9018 6.9094 -0.2 -0.2 -0.2 0.0883
H 7.3340 -2.3437 6.2077 0.0 0.1 -0.3 0.0524
H 6.9640 -5.7514 4.4327 0.1 -0.2 0.1 0.0685
H 5.2156 -5.4989 4.5529 0.1 0.2 -0.1 0.0404
H 6.1710 -5.6209 6.0131 0.1 0.2 0.0 0.0810
H 5.3412 -1.0119 5.6950 0.0 0.0 0.1 0.0894
H 5.7821 0.4636 4.8129 -0.2 -0.2 -0.2 0.0869
H 7.0267 -0.6350 5.2451 0.0 -0.2 0.1 0.0506
H 3.7215 -0.8652 3.6852 0.0 0.0 -0.1 0.0715
H 4.3756 -1.2115 2.0735 0.0 0.0 0.1 0.0690
H 4.7075 0.3354 2.8388 0.2 -0.1 0.1 0.0820
H 8.8840 -4.4760 3.4649 0.1 0.0 0.0 0.0790
H 9.0853 -3.7781 1.8471 -0.1 0.1 0.0 0.0838
H 7.6602 -4.7265 2.2090 0.0 0.0 0.1 0.0740
H 8.8408 -1.6148 4.3480 -0.2 -0.1 0.1 0.0766
H 8.0882 -0.7287 2.9969 -0.2 -0.1 0.2 0.0865
H 9.4462 -1.7609 2.7073 -0.2 -0.3 0.0 0.0864
O 1.9320 2.2224 -1.2529 -0.3 -4.2 1.4 -0.3045
P 0.4308 2.2018 -0.9411 -0.7 7.7 -2.0 0.7660
N -0.0113 2.5512 -2.5672 0.4 -0.5 -1.2 -0.3000
C -1.0360 3.4336 -3.0787 -0.7 -0.1 0.5 -0.1248
C 0.2365 1.4564 -3.4965 0.4 -0.2 0.1 -0.1461
N 0.5298 3.6281 0.0552 0.0 0.5 1.2 -0.3414
C 0.2955 4.9645 -0.4785 -0.5 -0.1 -0.3 -0.1361
C 1.7489 3.7049 0.8707 0.1 -0.3 -0.1 -0.1609
N -1.2595 2.0385 -0.4838 0.7 -2.8 0.4 -0.3060
C -1.9458 0.8194 -0.9258 0.2 0.2 -0.3 -0.1407
C -2.1735 3.0222 0.0553 0.0 0.3 1.1 -0.1202
H -2.0455 2.9980 -3.0169 -0.1 0.1 -0.1 0.0785
H -0.8512 3.6629 -4.1321 0.2 -0.3 0.0 0.0885
H -1.0444 4.4051 -2.5963 0.0 -0.1 0.3 0.0504
H -0.5126 0.6634 -3.3780 0.0 -0.1 -0.4 0.0620
H 1.2227 1.0131 -3.3327 0.0 0.1 0.2 0.0671
H 0.2230 1.7880 -4.5376 -0.2 0.2 0.1 0.0785
H 0.9338 5.1860 -1.3406 0.0 0.1 -0.1 0.0950
H 0.4768 5.7257 0.2864 0.2 -0.3 0.1 0.0848
H -0.7478 5.1179 -0.7498 0.0 -0.1 -0.2 0.0489
H 2.6047 4.0617 0.2846 0.0 -0.1 0.1 0.0786
H 2.0064 2.7318 1.2918 0.0 0.0 -0.1 0.0636
H 1.6098 4.3935 1.7092 -0.2 0.0 -0.1 0.0768
H -2.4775 0.9847 -1.8700 -0.1 -0.1 0.0 0.0843
H -2.6665 0.4646 -0.1843 0.0 0.1 0.1 0.0695
H -1.2319 0.0055 -1.0768 0.0 0.1 -0.1 0.0477
H -2.5054 3.7336 -0.7053 0.1 0.0 -0.1 0.0742
H -1.7479 3.5643 0.8993 0.2 0.1 -0.3 0.0832
H -3.0768 2.5471 0.4556 0.1 -0.3 -0.2 0.0808
O -2.3262 7.4354 -2.7870 1.9 3.7 -1.1 -0.3117
P -3.5823 8.2464 -3.1228 -4.6 -6.2 1.5 0.7714
N -4.2077 8.1105 -1.5193 0.5 0.2 1.4 -0.3116
C -5.5622 7.8664 -1.0746 -0.5 0.6 -0.5 -0.1300
C -3.4774 8.8765 -0.5093 0.5 -0.1 -0.1 -0.1400
N -4.1978 7.0120 -4.1906 -0.3 -0.5 -1.2 -0.3367
C -5.1118 5.9770 -3.7331 -0.4 0.3 0.2 -0.1455
C -3.1624 6.3422 -4.9866 0.3 0.2 0.1 -0.1490
N -4.9079 9.2789 -3.6051 2.1 1.8 -0.1 -0.3156
C -4.8557 10.6530 -3.1133 0.1 0.0 0.3 -0.1353
C -6.1770 8.9470 -4.2138 -0.1 -0.2 -1.2 -0.1197
H -6.1971 8.7642 -1.1244 -0.1 -0.1 0.1 0.0774
H -5.5648 7.5306 -0.0334 0.3 0.2 0.0 0.0850
H -6.0516 7.0628 -1.6134 0.0 0.1 -0.3 0.0504
H -3.7048 9.9475 -0.5763 0.0 0.1 0.2 0.0659
H -2.3980 8.7543 -0.6286 -0.1 0.0 -0.2 0.0709
H -3.7132 8.5412 0.5039 -0.1 -0.1 -0.1 0.0776
H -4.7178 5.4244 -2.8715 0.0 -0.1 0.1 0.0848
H -5.3198 5.2603 -4.5335 0.3 0.1 -0.1 0.0849
H -6.0936 6.3804 -3.4888 0.0 0.1 0.2 0.0493
H -2.6414 5.5725 -4.4033 0.1 0.1 -0.1 0.0587
H -2.4202 7.0529 -5.3517 0.0 -0.1 0.1 0.0742
H -3.5981 5.8545 -5.8633 -0.2 0.1 0.1 0.0811
H -5.4308 10.7703 -2.1876 -0.1 0.1 0.0 0.0770
H -5.2426 11.3620 -3.8492 0.0 -0.1 0.0 0.0818
H -3.8240 10.9501 -2.9111 -0.1 0.0 0.1 0.0755
H -6.8685 8.4936 -3.4987 0.1 -0.1 0.1 0.0740
H -6.0639 8.2911 -5.0765 0.1 -0.2 0.2 0.0840
H -6.6737 9.8409 -4.6066 0.3 0.1 0.2 0.0841

***

Please write out number 1 again, unchanged.
22
Properties=species:S:1:pos:R:3:forces:R:3:lowdin_spin:R:1 method="wB97M-V/def2-TZVPD" mol_weight_da=114.188 multiplicity=2 e_above_lowest_kcal_mol=22.3 total_charge=+1 lumo_ev="-4.56 / -7.85"
C 0.7336 -2.8028 -1.6902 -0.4 0.2 0.5 0.0123
C -0.6366 -2.3247 -1.1491 -0.1 1.1 -0.2 0.0076
C -0.5336 -0.7994 -1.0194 0.1 -0.8 0.3 0.1059
C -1.1944 0.0356 -1.8490 0.2 2.4 -1.6 0.3342
C 1.3315 1.5058 1.3527 -1.0 -0.4 -1.5 0.0550
C 0.9309 0.9374 0.0039 -0.5 0.3 2.4 0.2711
C 0.1462 -0.1752 0.0931 -1.1 -1.8 -1.3 0.1394
H 1.4548 -2.2369 -1.1132 0.7 -0.8 0.5 0.0002
H 0.9807 -2.4722 -2.6902 -0.6 0.0 -0.5 0.0003
H 0.7882 -3.8990 -1.6717 0.4 0.5 0.3 0.0014
H -1.4411 -2.6447 -1.8226 0.0 0.4 0.3 -0.0006
H -0.8813 -2.6595 -0.1343 0.4 -0.5 -0.2 0.0008
H -1.8294 -0.2421 -2.6683 -0.4 -0.7 0.0 0.0168
H -1.0746 1.1430 -1.8561 0.1 -0.9 0.5 0.0110
H 1.8955 2.4213 1.3219 0.4 0.1 0.0 -0.0001
H 0.2990 1.7069 1.7089 0.5 0.2 0.5 0.0257
H 1.7558 0.7017 1.9456 0.2 0.2 0.3 0.0090
H 1.0375 1.4344 -0.9227 0.4 0.5 -0.8 0.0099
H -0.0644 -0.7102 1.0140 0.7 0.2 0.4 -0.0004
H -0.5911 3.5806 3.2857 0.2 0.1 0.0 0.0002
H -1.5846 3.7641 4.4122 -0.1 0.0 -0.1 0.0000
O -1.5227 3.7358 3.4490 0.0 -0.2 0.1 0.0004